Entry 1:
Computed, not measured: C36H33BCl2N12O7SW as an isolated structure in a non-equilibrium geometry, with ωB97M-V with the def2-TZVPD basis set.

## Properties
- energy above the lowest of the compared OMol25 structures with the same formula, charge and spin (kcal/mol) = 62.4
- orbital gap (spin up / spin down) (eV) = 5.3 / 5.5
- highest occupied orbital energy (spin up / spin down) (eV) = -7.99 / -8.11

Element x y z (Å)
1 W -0.3115 -0.1004 -0.4000
2 C 0.5187 7.3910 -4.2522
3 C 0.0785 6.2750 -3.3431
4 C 0.8009 5.9784 -2.1890
5 C 0.3846 4.9847 -1.3178
6 C -0.7777 4.2797 -1.6019
7 C -1.5122 4.5571 -2.7451
8 C -1.0739 5.5430 -3.6139
9 S -1.3335 3.0701 -0.4350
10 O -0.1975 2.9105 0.4391
11 O -2.5550 3.5404 0.1514
12 N -1.5210 1.6339 -1.1795
13 C -2.8862 1.3462 -1.5943
14 C -3.0564 -0.1388 -1.6255
15 O -3.9838 -0.7224 -2.0908
16 O -1.9688 -0.7656 -1.1280
17 H 1.6063 7.4563 -4.2976
18 H 0.1488 8.3483 -3.8780
19 H 0.1360 7.2600 -5.2642
20 H 1.7064 6.5327 -1.9673
21 H 0.9471 4.7455 -0.4258
22 H -2.4238 4.0099 -2.9573
23 H -1.6437 5.7525 -4.5123
24 H -3.1112 1.7250 -2.5943
25 H -3.6148 1.7493 -0.8916
26 N 0.1948 1.0803 3.1276
27 C -1.0515 0.7696 2.6478
28 N -2.1337 0.7623 3.3730
29 N -3.1278 0.4367 2.5102
30 N -2.6777 0.2541 1.3349
31 N -1.3141 0.4675 1.3675
32 C 1.1742 1.3673 2.2376
33 N 2.1184 2.3014 2.4019
34 N 2.7608 2.3549 1.2523
35 N 2.2305 1.4693 0.4818
36 N 1.2552 0.7830 1.0532
37 H 0.2168 1.5733 4.0076
38 Cl 3.9044 -2.8976 -0.2449
39 C 2.9614 -2.7367 -1.6842
40 C 3.3541 -3.4054 -2.8583
41 C 2.6263 -3.2849 -4.0061
42 Cl 3.1322 -4.1314 -5.4345
43 C 1.4544 -2.4910 -4.0319
44 C 0.6137 -2.2965 -5.1504
45 C -0.5202 -1.5481 -5.0135
46 C -0.8234 -0.9801 -3.7631
47 N -0.0400 -1.1077 -2.7254
48 C 1.0817 -1.8454 -2.8416
49 C 1.8351 -1.9469 -1.6570
50 O 1.4434 -1.2817 -0.6034
51 H 4.2461 -4.0168 -2.8408
52 H 0.8756 -2.7505 -6.0966
53 H -1.1961 -1.3942 -5.8426
54 H -1.7380 -0.4162 -3.6241
55 C -1.9839 -4.4274 7.1894
56 C -1.9483 -5.0929 5.8057
57 C -3.3918 -5.4067 5.4014
58 C -1.1663 -6.4112 5.8984
59 C -1.2556 -4.1807 4.7907
60 C -0.0128 -3.6157 5.1043
61 C 0.6923 -2.7995 4.2247
62 C 0.1083 -2.5640 3.0018
63 O 0.5521 -1.8079 1.9466
64 B -0.4411 -1.9144 0.9550
65 O -1.4526 -2.7243 1.4028
66 C -1.1082 -3.1179 2.6778
67 C -1.8144 -3.9274 3.5358
68 H -2.5201 -5.0698 7.8917
69 H -2.5002 -3.4660 7.1418
70 H -0.9844 -4.2609 7.5928
71 H -3.8741 -5.9765 6.1976
72 H -3.4375 -6.0065 4.4899
73 H -3.9657 -4.4900 5.2478
74 H -1.6412 -7.0824 6.6193
75 H -0.1381 -6.2361 6.2216
76 H -1.1368 -6.9124 4.9285
77 H 0.4309 -3.8165 6.0714
78 H 1.6514 -2.3739 4.4890
79 H -2.7682 -4.3324 3.2287
80 C 3.8368 3.9240 -3.3385
81 C 2.9604 2.9113 -2.6650
82 C 1.6755 2.5946 -3.2591
83 C 0.8455 1.7322 -2.6498
84 N 1.1369 1.0547 -1.4916
85 C 2.4630 1.2153 -0.9473
86 C 3.3228 2.2748 -1.5504
87 H 3.3304 4.8918 -3.3781
88 H 4.0395 3.6200 -4.3677
89 H 4.7841 4.0436 -2.8149
90 H 1.3643 3.0790 -4.1752
91 H -0.1206 1.5225 -3.0733
92 H 2.9823 0.2521 -0.9466
93 H 4.2731 2.4467 -1.0600

Entry 2:
Computed, not measured: a 3-piece molecular cluster, C36H33Br2ClNO7P2 overall in a non-equilibrium geometry, with ωB97M-V with the def2-TZVPD basis set.

## Properties
- net charge = +1
- energy above the lowest of the compared OMol25 structures with the same formula, charge and spin (kcal/mol) = 0.0
- orbital gap (eV) = 7.0
- highest occupied orbital energy (eV) = -10.84

Element x y z (Å)
1 C 2.1735 -5.4526 -4.4254
2 C 0.7821 -4.7885 -4.2949
3 C 0.4618 -3.9747 -5.5373
4 Br 1.6293 -2.4542 -5.7589
5 P -1.3234 -3.5515 -5.6604
6 C -1.9180 -2.7581 -4.1337
7 C -1.1430 -1.5238 -3.7313
8 O -0.6316 -0.7223 -4.4763
9 Cl -1.0645 -1.3283 -1.9799
10 C -2.1504 -5.1397 -5.9933
11 C -3.0133 -5.7493 -4.8683
12 O -2.5888 -7.1078 -4.7201
13 C -4.4735 -5.7990 -5.2726
14 N -5.0768 -4.4873 -5.5303
15 P -1.8101 -2.3584 -7.5271
16 O -1.2471 -0.8871 -7.2407
17 Br -0.2873 -3.2759 -8.8591
18 H 2.1177 -6.5185 -4.2551
19 H 2.8900 -5.0078 -3.7495
20 H 2.5633 -5.3100 -5.4279
21 H 0.7836 -4.1674 -3.4062
22 H 0.0600 -5.5953 -4.2001
23 H 0.6228 -4.6131 -6.3999
24 H -2.9646 -2.4847 -4.2477
25 H -1.8847 -3.4631 -3.3110
26 H -1.3700 -5.8481 -6.2454
27 H -2.7590 -4.9989 -6.8829
28 H -2.8875 -5.2717 -3.9008
29 H -2.2481 -7.2351 -3.8378
30 H -5.0346 -6.3275 -4.5118
31 H -4.5173 -6.3828 -6.1864
32 H -4.5410 -3.7174 -5.1685
33 H -5.2568 -4.3452 -6.5084
34 H -0.3286 -0.7787 -7.5202
35 C 4.2587 3.4587 4.1408
36 C 5.4522 2.7510 4.0527
37 C 5.6826 1.9050 2.9817
38 C 4.7144 1.7537 1.9986
39 C 3.5053 2.4502 2.0978
40 C 3.2881 3.3101 3.1658
41 C 2.4330 2.2706 1.0822
42 O 1.3804 2.8685 1.1593
43 C 2.6820 1.3174 -0.0404
44 C 1.6786 1.0948 -0.9741
45 C 1.8966 0.2246 -2.0271
46 C 3.1223 -0.4214 -2.1573
47 C 4.1239 -0.2070 -1.2273
48 C 3.9048 0.6567 -0.1624
49 C 4.9869 0.8517 0.8474
50 O 6.0509 0.2840 0.7271
51 H 4.0836 4.1241 4.9749
52 H 6.2046 2.8620 4.8216
53 H 6.6107 1.3567 2.9047
54 H 2.3576 3.8553 3.2357
55 H 0.7305 1.6046 -0.8683
56 H 1.1225 0.0559 -2.7550
57 H 3.2939 -1.0971 -2.9863
58 H 5.0777 -0.7073 -1.3181
59 C -1.2636 6.3089 9.5481
60 C -0.0736 5.5924 9.4778
61 C 0.1769 4.7655 8.3969
62 C -0.7659 4.6434 7.3846
63 C -1.9696 5.3479 7.4653
64 C -2.2095 6.1868 8.5453
65 C -3.0155 5.2018 6.4137
66 O -4.0575 5.8172 6.4780
67 C -2.7442 4.2718 5.2801
68 C -3.7212 4.0822 4.3122
69 C -3.4794 3.2361 3.2442
70 C -2.2572 2.5813 3.1338
71 C -1.2823 2.7613 4.0985
72 C -1.5246 3.5996 5.1788
73 C -0.4723 3.7610 6.2214
74 O 0.5917 3.1864 6.1222
75 H -1.4536 6.9603 10.3902
76 H 0.6590 5.6817 10.2684
77 H 1.1013 4.2093 8.3339
78 H -3.1383 6.7369 8.5960
79 H -4.6662 4.5987 4.4012
80 H -4.2430 3.0880 2.4924
81 H -2.0662 1.9280 2.2929
82 H -0.3310 2.2544 4.0193

Entry 3:
Computed, not measured: C36H33IN3O4PW as an isolated structure, with ωB97M-V with the def2-TZVPD basis set.

## Properties
- net charge = +2
- energy above the lowest of the compared OMol25 structures with the same formula, charge and spin (kcal/mol) = 2.1
- orbital gap (spin up / spin down) (eV) = 5.8 / 5.8
- highest occupied orbital energy (spin up / spin down) (eV) = -12.87 / -12.87

Element x y z (Å)
1 W -0.6483 0.7664 0.5090
2 O -2.1504 -0.4538 0.8580
3 C -3.2856 -0.1975 1.5172
4 C -4.5133 -0.5993 1.0033
5 C -5.6502 -0.3891 1.7643
6 C -5.5868 0.1867 3.0386
7 C -4.3669 0.5544 3.5574
8 C -3.2044 0.3836 2.7894
9 C -1.9102 0.6592 3.3279
10 N -0.8008 0.7321 2.6595
11 C 0.4200 1.0089 3.4390
12 C 1.5908 0.4753 2.6526
13 N 1.4242 0.8201 1.2320
14 C 2.4965 0.9330 0.5360
15 C 2.5877 1.0881 -0.8901
16 C 3.8459 1.2381 -1.4861
17 C 3.9598 1.3305 -2.8576
18 C 2.8148 1.2617 -3.6503
19 C 1.5592 1.1081 -3.0847
20 C 1.4548 1.0256 -1.7051
21 O 0.2267 0.9063 -1.1593
22 H -4.5543 -1.0622 0.0259
23 H -6.6118 -0.6839 1.3644
24 H -6.4905 0.3326 3.6124
25 H -4.2953 0.9861 4.5481
26 H -1.8471 0.8195 4.4031
27 H 0.3535 0.5086 4.4049
28 H 0.5036 2.0843 3.5948
29 H 1.6234 -0.6135 2.7182
30 H 2.5320 0.8760 3.0285
31 H 3.4438 0.8868 1.0712
32 H 4.7262 1.2844 -0.8568
33 H 4.9304 1.4547 -3.3158
34 H 2.9034 1.3321 -4.7261
35 H 0.6628 1.0604 -3.6879
36 N -3.8656 2.8076 -0.9821
37 C -2.5368 2.5870 -1.1750
38 O -2.0773 1.5940 -0.3558
39 C -1.7212 3.1780 -2.0496
40 I -0.1873 3.4087 1.1041
41 H -4.3776 2.2534 -0.3225
42 H -4.3435 3.5181 -1.5027
43 H -2.1119 3.9018 -2.7494
44 H -0.6713 2.9493 -2.0713
45 O 0.1220 -1.1264 0.4248
46 P -0.3526 -2.6061 0.5930
47 C -1.4502 -3.0735 -0.7284
48 C -1.7828 -2.1904 -1.7519
49 C -2.5981 -2.6186 -2.7882
50 C -3.0756 -3.9218 -2.8050
51 C -2.7322 -4.8090 -1.7928
52 C -1.9139 -4.3902 -0.7573
53 C -1.1061 -2.9050 2.1853
54 C -2.4697 -3.1613 2.3098
55 C -3.0312 -3.3259 3.5679
56 C -2.2352 -3.2308 4.7001
57 C -0.8715 -2.9844 4.5822
58 C -0.3046 -2.8265 3.3286
59 C 1.1382 -3.5768 0.4828
60 C 2.1422 -3.1419 -0.3867
61 C 3.2755 -3.9149 -0.5689
62 C 3.4077 -5.1222 0.1074
63 C 2.4085 -5.5599 0.9639
64 C 1.2708 -4.7901 1.1552
65 H -1.4046 -1.1766 -1.7573
66 H -2.8561 -1.9359 -3.5866
67 H -3.7088 -4.2525 -3.6173
68 H -3.0942 -5.8277 -1.8154
69 H -1.6347 -5.0909 0.0216
70 H -3.0916 -3.2308 1.4269
71 H -4.0885 -3.5344 3.6624
72 H -2.6743 -3.3672 5.6797
73 H -0.2493 -2.9417 5.4665
74 H 0.7649 -2.6804 3.2363
75 H 2.0328 -2.2057 -0.9213
76 H 4.0543 -3.5828 -1.2421
77 H 4.2937 -5.7255 -0.0378
78 H 2.5144 -6.5011 1.4857
79 H 0.4952 -5.1382 1.8264

- The lowest energy above the lowest of the compared OMol25 structures with the same formula, charge and spin belongs to which entry?
  C36H33Br2ClNO7P2

- energy above the lowest of the compared OMol25 structures with the same formula, charge and spin of number 1 (C36H33BCl2N12O7SW)?
  62.4 kcal/mol